ORCA calculation (ωB97M-V/def2-TZVPD) on a 31-piece molecular cluster, H62O31 overall at a distorted geometry.

Each line ends with the Mulliken charge.
Positions of all 93 atoms, in Å:
1 O 0.026 4.242 1.680  -0.58
2 O 0.684 0.990 1.815  0.10
3 O -4.709 1.785 0.957  -0.58
4 O 1.544 -2.517 -0.314  -0.61
5 O 0.368 -4.010 -2.157  -0.60
6 O 3.290 -1.563 -2.810  -0.57
7 O 4.777 -0.275 -0.414  -0.74
8 O -4.351 2.547 -1.902  -0.56
9 O 3.400 1.492 1.021  -0.78
10 O 0.087 2.689 -0.765  -0.51
11 O 2.426 3.903 -0.318  -0.74
12 O -1.851 -3.149 -0.351  -0.79
13 O 2.586 -1.736 2.193  -0.71
14 O 0.214 -1.672 3.792  -0.83
15 O -0.088 -0.264 -0.869  -0.39
16 O -3.285 0.355 3.057  -0.81
17 O -1.850 -5.724 -1.453  -0.66
18 O -1.439 -1.072 1.465  0.30
19 O -2.391 0.722 -2.858  -0.79
20 O -3.764 -1.675 -2.006  -0.70
21 O -2.517 -2.268 3.869  -0.60
22 O -1.906 2.629 2.088  -0.52
23 O 4.762 1.893 -2.605  -0.63
24 O 1.043 -0.215 -3.482  -0.67
25 O 3.051 -2.968 6.210  -0.63
26 O -1.788 4.077 -2.742  -0.65
27 O 3.041 0.148 4.666  -0.49
28 O -3.350 4.701 0.405  -0.65
29 O 2.148 2.947 3.520  -0.68
30 O 0.016 -1.454 -5.872  -0.57
31 O 0.822 -4.813 -5.883  -0.63
32 H -0.385 4.094 0.826  0.22
33 H 0.520 -1.205 4.571  0.29
34 H 0.958 3.095 -0.882  0.41
35 H -2.483 -0.118 2.887  0.29
36 H 3.098 2.906 3.284  0.36
37 H 2.790 1.047 4.528  0.25
38 H -0.433 3.254 -1.335  0.16
39 H 0.037 -5.323 -6.083  0.31
40 H -4.584 2.024 -1.100  0.26
41 H 3.807 0.708 0.564  0.44
42 H -0.172 -1.006 3.212  0.38
43 H -3.641 -0.146 3.809  0.26
44 H -1.572 -2.387 3.644  0.29
45 H 3.273 -2.522 5.388  0.32
46 H 2.529 -1.255 -3.309  0.33
47 H 2.711 3.045 0.052  0.43
48 H -4.043 1.303 1.513  0.29
49 H -0.944 -3.042 -0.658  0.18
50 H 4.292 -0.990 -0.839  0.31
51 H -1.375 3.636 -3.506  0.30
52 H 3.867 0.149 5.173  0.28
53 H 0.991 1.288 2.675  0.08
54 H 3.528 -2.403 -3.182  0.27
55 H -3.393 -0.833 -2.392  0.40
56 H 4.870 0.415 -1.086  0.35
57 H -0.152 -1.265 -6.808  0.27
58 H -2.599 3.317 1.877  0.28
59 H 2.068 4.407 0.431  0.31
60 H -4.339 -1.325 -1.294  0.29
61 H 0.821 -3.777 -1.325  0.38
62 H 4.869 1.638 -3.512  0.30
63 H -2.545 5.213 0.275  0.29
64 H 0.789 -0.533 -0.434  0.10
65 H -5.110 2.765 -2.403  0.25
66 H 1.023 -5.020 -4.981  0.31
67 H -2.344 -2.763 -1.113  0.51
68 H -0.725 -0.879 0.868  -0.05
69 H 0.415 -2.317 -5.949  0.30
70 H -2.878 1.481 -2.531  0.28
71 H 3.139 -1.061 2.626  0.27
72 H -1.682 0.557 -2.241  0.39
73 H 0.741 -0.311 -2.583  0.53
74 H -2.064 -1.683 1.021  0.20
75 H 0.325 -0.396 -4.128  0.27
76 H -0.039 0.731 -0.746  0.30
77 H 2.241 -2.394 -1.001  0.36
78 H -1.960 -5.001 -0.792  0.41
79 H -0.663 3.824 2.194  0.43
80 H 2.517 1.274 1.357  0.39
81 H -2.739 3.905 -2.843  0.27
82 H -2.293 -6.517 -1.091  0.29
83 H 2.056 -2.490 0.508  0.22
84 H -3.605 4.260 -0.424  0.37
85 H 1.764 -1.707 2.742  0.31
86 H 3.996 2.457 -2.503  0.30
87 H 2.204 -3.397 6.057  0.31
88 H 1.668 3.280 2.783  0.21
89 H 0.414 1.823 1.411  0.00
90 H -2.326 1.942 2.646  0.25
91 H -5.340 2.166 1.624  0.30
92 H -0.141 -4.800 -1.957  0.35
93 H -2.748 -2.879 4.548  0.25

Output
highest occupied orbital energy: -0.390 Ha
HOMO-LUMO gap: 10.58 eV
E_tot: -64484.1954 eV